# C29H73N27O16

A cluster of 13 separate species, C29H73N27O16 in total in a non-equilibrium geometry (ωB97M-V/def2-TZVPD, the Open Molecules 2025 dataset).

For the LUMO energy, the calculation gives -0.0393 Ha. For the orbital gap, the calculation gives 7.637 eV.

Cartesian coordinates (Å):
C -2.348673 -1.968077 8.302158
C -1.652356 -2.344844 6.897247
O -1.826295 -3.500243 6.429429
O -0.887780 -1.335356 6.203081
C -1.773090 -0.552347 5.351644
C -0.950143 0.514793 4.455636
C -0.252382 1.653612 5.375481
C -0.117455 3.069600 4.578717
C 0.606345 2.712925 3.190775
C 0.125711 3.239662 1.949355
C 0.946412 2.733358 0.654477
O 1.255370 3.467027 -0.315663
C 1.393214 1.181957 0.719489
C 1.305589 0.186021 -0.528736
C -0.216033 -0.369106 -0.705295
C -1.307249 0.813069 -0.779026
C -2.168375 0.968700 0.591679
N -3.105981 -0.195937 0.623229
C -4.168082 -0.055689 1.637025
N -4.959583 -1.108583 1.825993
N -4.455988 1.154393 2.415814
C 1.893815 0.668003 1.960201
C 1.895485 1.734768 3.169999
O 2.825676 1.833093 4.003548
H -3.446338 -1.676982 8.174590
H -1.757677 -1.082197 8.753141
H -2.320583 -2.846430 9.051106
H -2.363288 -1.302606 4.708786
H -2.522976 -0.011611 6.041145
H -0.150339 -0.110854 3.906458
H -1.678820 0.932601 3.684359
H 0.792126 1.260774 5.619700
H -0.895406 1.759112 6.317751
H -1.200699 3.356628 4.298004
H 0.410832 3.872029 5.188270
H -0.773317 3.939590 1.871108
H 1.734947 0.603752 -1.497874
H 1.924462 -0.752145 -0.257912
H -0.277949 -0.947338 -1.702940
H -0.532188 -1.049288 0.163762
H -0.882189 1.819091 -1.131112
H -2.072371 0.503561 -1.589101
H -2.798213 1.938952 0.564039
H -1.518551 0.963887 1.529021
H -3.607902 -0.307476 -0.278934
H -4.644781 -1.857121 1.189253
H -4.964240 0.825422 3.265525
H -3.605701 1.603325 2.786164
H 2.259905 -0.399901 2.088856
C 4.361618 3.160745 -2.451069
O 4.585788 2.091266 -1.894012
N 3.271713 3.914787 -2.173501
N 5.183234 3.682106 -3.393330
H 3.071487 4.792713 -2.619499
H 2.632165 3.561040 -1.474836
H 6.005684 3.152290 -3.629405
H 5.014413 4.557611 -3.860355
C 2.947112 6.379505 -5.595614
O 4.018484 6.053493 -5.098218
N 2.679982 7.644616 -5.991660
N 1.935364 5.496603 -5.791530
H 1.810659 7.931442 -6.400395
H 3.405868 8.328667 -5.862337
H 2.096577 4.543034 -5.508909
H 1.050615 5.741557 -6.196723
C -1.861945 -3.488438 -3.318809
O -1.805518 -2.730146 -2.354697
N -3.009495 -3.736302 -3.988851
N -0.776753 -4.145221 -3.796389
H -3.075610 -4.354765 -4.780737
H -3.839031 -3.268321 -3.665230
H 0.098396 -3.987608 -3.324649
H -0.803163 -4.771767 -4.585293
C 1.789094 7.123469 -0.262338
O 2.857085 6.804205 0.234965
N 1.517419 8.394332 -0.658393
N 0.781239 6.238214 -0.462668
H 0.646931 8.677909 -1.069113
H 2.241804 9.080847 -0.525923
H 0.945055 5.277939 -0.180600
H -0.103290 6.482214 -0.869620
C -1.976953 -4.351673 11.644226
O -2.862533 -4.036207 10.863073
N -2.234151 -4.898514 12.857953
N -0.660460 -4.182377 11.365372
H -1.522447 -5.164462 13.513661
H -3.200735 -5.040130 13.101770
H -0.428409 -3.779102 10.472316
H 0.081026 -4.434894 11.992815
C 1.998755 10.926606 -7.545778
O 1.886842 9.925825 -6.850426
N 2.901662 11.019335 -8.551608
N 1.229726 12.028256 -7.369668
H 3.009721 11.830252 -9.133076
H 3.492348 10.219750 -8.713504
H 0.546224 11.997456 -6.630920
H 1.305661 12.858490 -7.928564
C 0.178443 -6.877691 -6.289478
O -0.778046 -6.115140 -6.248200
N 1.277754 -6.717223 -5.510286
N 0.221833 -7.948297 -7.117532
H 2.071199 -7.331364 -5.529832
H 1.283978 -5.932016 -4.880661
H -0.578333 -8.101969 -7.713845
H 0.995452 -8.585331 -7.167220
C 5.568453 -0.389595 6.055676
O 6.491915 -1.171996 6.244731
N 5.336788 0.194747 4.857487
N 4.696634 -0.040537 7.032813
H 4.583796 0.838929 4.685070
H 5.962441 -0.038159 4.104535
H 4.834590 -0.454107 7.940209
H 3.933692 0.598221 6.898933
C -0.983833 -8.751925 -10.863342
O -1.643207 -8.884035 -9.842238
N 0.039812 -9.581267 -11.185381
N -1.218788 -7.765123 -11.761715
H 0.592872 -9.489912 -12.017971
H 0.245211 -10.327907 -10.542024
H -1.971755 -7.128332 -11.557376
H -0.689819 -7.639154 -12.605297
C 8.524152 -4.063805 4.124097
O 8.904956 -5.216668 3.974268
N 8.236821 -3.246970 3.078693
N 8.355696 -3.500603 5.343322
H 7.923389 -2.299019 3.180215
H 8.349469 -3.628231 2.154001
H 8.558355 -4.074227 6.144883
H 8.043030 -2.554652 5.486218
C -7.976339 2.505442 3.601175
O -7.747602 1.441431 4.155540
N -9.060829 3.266422 3.897093
N -7.166733 3.018478 2.642584
H -9.266808 4.142756 3.453697
H -9.686329 2.918032 4.604905
H -6.348993 2.479924 2.395021
H -7.335771 3.890391 2.175337
C -5.114313 -6.636938 -5.042697
O -4.451891 -5.628742 -5.235972
N -4.999705 -7.744418 -5.815104
N -6.020781 -6.734869 -4.039303
H -5.533543 -8.582359 -5.673876
H -4.335159 -7.709637 -6.571680
H -6.134016 -5.931415 -3.443064
H -6.574293 -7.553360 -3.863738

Cartesian forces (eV/Å) of the 2 atoms listed first:
C 1.184 0.584 0.027
C -1.508 -3.240 -0.516


# C29H75N5O7

A cluster of 7 separate species, C29H75N5O7 in total in a non-equilibrium geometry (ωB97M-V/def2-TZVPD, the Open Molecules 2025 dataset).

As for the charge: +1. Its spin multiplicity is 2. For the LUMO energy (spin up / spin down), the calculation gives -0.0996 / -0.2629 Ha. For the orbital gap (spin up / spin down), the calculation gives 7.440 / 2.998 eV.

Cartesian coordinates (Å):
C -16.223900 -13.674940 -9.953550
C -17.420430 -12.842660 -9.497950
C -17.527070 -11.437880 -10.145690
O -16.376910 -10.785260 -9.783140
C -16.336390 -9.466310 -10.317900
N -18.557080 -13.740870 -9.811750
H -16.129880 -14.486900 -9.232460
H -15.304150 -13.093960 -9.885610
H -16.300570 -14.092510 -10.957480
H -17.345220 -12.714570 -8.418120
H -18.362900 -10.896380 -9.702670
H -17.745220 -11.422220 -11.213530
H -17.206840 -8.964160 -9.895670
H -16.342400 -9.434020 -11.407410
H -15.426950 -8.969280 -9.980320
H -18.596220 -13.832420 -10.816840
H -18.157170 -14.650630 -9.631410
C -25.292840 -11.622580 -17.461310
C -24.072450 -12.493480 -17.015480
C -23.928350 -12.559100 -15.481300
O -24.031960 -11.255680 -14.912940
C -22.758950 -10.552430 -14.873340
N -24.055800 -13.861040 -17.476530
H -25.128400 -10.558160 -17.293790
H -26.153160 -11.929140 -16.866350
H -25.381540 -11.850410 -18.523540
H -23.220100 -12.001640 -17.484180
H -23.038330 -13.098590 -15.157390
H -24.743430 -13.084510 -14.983610
H -22.860370 -9.535570 -14.494120
H -22.317530 -10.434970 -15.863010
H -22.000100 -11.125220 -14.340270
H -24.824170 -14.330040 -17.018540
H -23.231240 -14.361800 -17.177470
C -21.559490 -5.243120 -12.468470
C -21.984180 -5.841880 -13.790780
C -22.697090 -4.918960 -14.801420
O -22.954350 -5.507550 -16.011530
C -23.768500 -4.737550 -16.928060
N -20.697760 -6.128830 -14.420680
H -22.477940 -5.051430 -11.913660
H -21.023870 -4.297190 -12.548740
H -20.926870 -5.948770 -11.930000
H -22.513120 -6.749820 -13.501010
H -22.203360 -3.990400 -15.087970
H -23.695110 -4.676480 -14.436370
H -24.704190 -4.458120 -16.443820
H -23.963570 -5.342020 -17.813870
H -23.291880 -3.826330 -17.289450
H -20.252420 -5.246910 -14.630400
H -20.937970 -6.593160 -15.284850
C -22.503980 -14.372580 -11.700060
C -21.791640 -13.099350 -11.206740
C -22.628100 -11.845800 -11.355130
O -21.922480 -10.692890 -10.891470
C -22.682200 -9.570870 -10.899210
N -21.428760 -13.299590 -9.806600
H -23.493710 -14.537770 -11.274330
H -22.041300 -15.335960 -11.485770
H -22.677320 -14.330080 -12.775350
H -20.931890 -12.915400 -11.851000
H -23.486130 -12.073200 -10.722540
H -23.028670 -11.557640 -12.327040
H -23.625690 -9.751800 -10.384250
H -22.961040 -9.173130 -11.874990
H -22.149680 -8.799130 -10.343390
H -21.530540 -12.331330 -9.537860
H -20.447890 -13.515100 -9.699140
C -13.245670 -3.726490 -11.384230
C -14.536130 -3.429250 -10.527190
C -14.935110 -1.875500 -10.611000
C -15.765100 -1.555910 -11.907940
C -16.978720 -2.552280 -12.049400
C -16.596180 -4.114900 -11.922540
N -15.696080 -4.231210 -10.801020
O -15.495020 -5.576410 -10.502440
C -18.001930 -4.816010 -11.693070
C -15.882580 -4.638040 -13.198640
C -14.174330 -3.443080 -9.013010
H -13.470080 -3.572740 -12.439740
H -13.157560 -4.810160 -11.306770
H -12.262430 -3.348460 -11.104180
H -15.353740 -1.377120 -9.736660
H -13.950880 -1.439430 -10.781950
H -15.114890 -1.592940 -12.781990
H -16.171560 -0.544680 -11.890880
H -17.306130 -2.345030 -13.068200
H -17.780020 -2.419020 -11.322580
H -18.735650 -4.591910 -12.467380
H -17.970020 -5.905330 -11.671450
H -18.472180 -4.564160 -10.742530
H -15.344200 -5.580600 -13.099460
H -16.553740 -5.011960 -13.971830
H -15.206010 -3.832620 -13.484390
H -14.974980 -3.082550 -8.367200
H -13.232800 -2.934350 -8.806110
H -13.961880 -4.458740 -8.679230
H -15.860050 -5.688280 -9.621630
C -16.522320 -11.606420 -16.096560
C -16.894520 -10.993710 -14.729040
O -18.201890 -11.392540 -14.408580
H -15.452490 -11.527360 -16.289700
H -17.004270 -11.019750 -16.878640
H -16.878970 -12.626390 -16.239940
H -16.719040 -9.921120 -14.646220
H -16.322610 -11.473370 -13.934720
H -18.590720 -10.879860 -13.696140
C -18.621200 -8.134680 -13.483940
C -19.703920 -8.660320 -12.456520
O -19.588760 -10.061010 -12.388510
H -18.786420 -8.582480 -14.463880
H -17.622460 -8.385920 -13.126880
H -18.676040 -7.048320 -13.554000
H -20.698210 -8.407410 -12.824660
H -19.457850 -8.310150 -11.454050
H -20.271050 -10.444890 -11.832880

Cartesian forces (eV/Å) of the 2 atoms listed first:
C 1.198 0.976 0.664
C -0.019 -0.664 -1.451